Record 1
2 unconnected molecules or ions with the total composition C15H15BCl2 at a distorted geometry. Source: the OMol25 dataset; level of theory: ωB97M-V/def2-TZVPD.

```
33
Properties=species:S:1:pos:R:3:forces:R:3
Cl -6.2325 1.4774 -4.7160 -0.082 -0.069 -0.271
C -5.9297 2.3621 -3.2689 0.231 1.096 0.736
C -6.5573 3.6158 -3.0498 0.864 -1.341 0.277
C -6.3061 4.2609 -1.8361 0.272 -0.271 -0.251
C -5.4304 3.7145 -0.8769 -0.138 -0.963 -1.482
C -5.2202 4.3009 0.3992 0.797 0.228 1.526
C -4.4789 3.7643 1.3907 -0.685 0.656 -1.198
C -4.5911 4.3316 2.7464 0.570 1.563 0.374
C -3.6391 3.8853 3.8483 -1.055 -0.305 -0.283
C -4.2108 3.8484 5.1160 0.474 0.305 0.685
C -3.5727 3.2102 6.1737 0.231 0.439 0.150
C -2.3147 2.6269 5.9843 -0.904 0.433 -1.584
Cl -1.5939 1.7012 7.2141 0.424 -0.336 0.647
C -1.7117 2.7260 4.7246 -0.003 0.035 -0.201
C -2.3502 3.3799 3.6657 -0.590 0.260 0.009
C -4.7999 2.4874 -1.1320 -0.779 0.462 -0.866
C -5.0238 1.8380 -2.3336 -0.073 -0.269 0.038
H -7.1967 4.0246 -3.8268 0.007 -0.012 0.283
H -6.8120 5.2019 -1.6508 0.122 0.014 0.147
H -5.6979 5.2506 0.5622 -0.524 0.210 0.350
H -3.7781 2.9856 1.1434 -0.094 -0.442 0.493
H -5.6382 4.4006 3.0627 0.123 -1.110 0.370
H -5.1078 4.4548 5.3075 0.132 -0.754 -0.129
H -4.0431 3.2214 7.1528 0.168 -0.167 -0.082
H -0.7705 2.2314 4.5102 0.054 0.152 0.321
H -1.8741 3.5377 2.6891 -0.057 -0.478 0.454
H -4.1956 2.0542 -0.3492 0.095 -0.231 -0.388
H -4.5029 0.8939 -2.5043 -0.357 0.228 -0.219
H -4.5210 5.4019 2.5797 0.790 0.697 0.090
B -2.2318 8.2528 2.2374 -2.547 -4.285 0.639
H -3.0611 8.3796 3.1468 1.049 1.269 -0.450
H -1.3654 7.4304 2.5287 0.427 1.565 -0.325
H -2.8600 7.8981 1.2210 1.056 1.420 0.140
```
Forces are in eV/Å.

Output
E_HOMO in eV: -8.05
SMILES: Clc1ccc(/C=C/Cc2ccc(Cl)cc2)cc1.B

Atomic partial charges in e from the natural (NBO) method, atoms 1 to 6:
1 Cl 0.01
2 C -0.06
3 C -0.22
4 C -0.19
5 C -0.07
6 C -0.20

Record 2
C15H15BrN4O5S2 in the gas phase at a distorted geometry. Source: the OMol25 dataset; level of theory: ωB97M-V/def2-TZVPD.

```
42
Properties=species:S:1:pos:R:3:forces:R:3
O 0.9705 -1.3824 2.9448 -2.407 1.967 0.775
O 4.6511 -1.8545 0.6012 -2.083 1.173 -0.719
O 2.8108 -3.0810 -0.4900 -0.329 2.574 1.693
Br -4.9304 -1.7555 0.5825 1.340 -0.376 -0.075
N -1.1841 -3.6099 0.1705 -1.406 1.152 -0.503
O -2.2360 1.6060 0.7512 -0.523 0.911 -0.045
O -0.6805 2.8279 -1.4579 -0.727 2.235 0.000
S -1.9293 -1.6332 1.6191 0.236 1.145 1.352
C 1.3283 -2.0458 2.0106 -0.818 -1.190 3.668
C -0.7932 -2.7360 1.0658 2.041 -2.712 -1.197
C -2.4662 -3.2876 -0.1619 -2.303 -1.631 -0.098
C -3.0924 -2.3438 0.6038 -0.373 0.098 -0.979
C 2.7569 0.7540 0.2915 -0.476 1.666 0.085
C 2.3949 -0.4646 -0.1047 -1.320 -1.099 -1.228
C -0.7552 -0.8596 -2.0829 -3.538 4.975 -0.270
C -1.1674 0.5265 -1.9611 -0.549 0.685 -1.744
C 0.3291 -1.1809 -1.4369 1.756 -4.985 0.036
C -0.3172 1.5523 -1.4355 -3.082 -2.988 -1.328
C 1.1177 -0.2618 -0.8404 2.342 -1.383 1.139
C 0.8193 1.0781 -0.8433 2.176 0.808 1.671
N 0.5561 -2.9610 1.3662 1.590 0.661 -0.120
N 1.8362 1.6870 -0.0913 0.712 1.337 0.747
N 2.6720 -2.1602 1.9377 2.181 -0.743 -1.576
C 1.9754 3.1400 0.2981 -1.470 -2.740 2.019
C -2.2406 2.9811 0.3571 -2.405 0.753 0.485
C -2.0621 3.1967 -1.1189 -0.390 -0.788 -0.743
S 3.1990 -1.9359 0.3693 3.808 -2.973 -0.765
H -1.4648 1.1880 0.3516 -0.034 -0.109 0.071
H -3.0672 -3.9360 -0.8381 0.800 0.598 0.349
H 3.6100 1.0769 0.8236 0.721 0.139 0.545
H -1.4137 -1.5070 -2.5853 -0.509 -0.937 -0.394
H -2.1724 0.8596 -2.4392 1.996 -0.701 0.885
H 0.4963 -2.2855 -1.4495 0.765 1.129 0.353
H 1.1416 -3.7189 0.9146 -1.768 1.156 0.008
H 3.2327 -1.7761 2.7504 -1.030 -0.335 -1.757
H 2.5984 3.5612 -0.3734 2.537 1.582 -1.802
H 1.0331 3.5446 0.0841 -1.405 0.771 0.064
H 2.2402 3.3303 1.3846 -0.186 -0.641 -1.426
H -3.2814 3.5066 0.6294 2.119 -1.480 -0.280
H -1.4678 3.5186 0.8787 0.373 0.362 0.408
H -2.8480 2.5774 -1.6684 1.258 0.771 0.458
H -2.2001 4.2645 -1.4076 0.379 -0.837 0.237
```
Forces are in eV/Å.

Output
E_HOMO in eV: -8.51
SMILES: Cn1cc(S(=O)(=O)NC(=O)Nc2ncc(Br)s2)c2cccc(OCCO)c21

Atomic partial charges in e from the natural (NBO) method, atoms 1 to 6:
1 O -0.61
2 O -0.92
3 O -0.91
4 Br 0.11
5 N -0.45
6 O -0.72

Record 3
C15H15ClN2O3S2 in the gas phase at a distorted geometry. Source: the OMol25 dataset; level of theory: ωB97M-V/def2-TZVPD.

```
38
Properties=species:S:1:pos:R:3:forces:R:3
O -2.5779 -1.5268 2.0944 -0.191 -0.003 0.213
C -2.4096 -1.1680 0.9467 -0.062 -0.149 -0.160
N -1.1967 -1.1698 0.3469 0.169 -0.070 -0.017
C -0.9118 -0.6934 -0.9857 0.152 0.350 -0.203
H -1.8398 -0.4587 -1.5070 0.136 -0.028 0.002
C -0.0177 0.5474 -0.9074 -0.330 0.188 -0.524
N 1.1740 0.2027 -0.1603 0.840 0.560 -0.201
S 2.4454 1.2902 -0.2684 0.147 -0.434 0.150
O 2.4763 1.7798 -1.6120 -0.132 -0.148 -0.160
O 2.4420 2.2264 0.8161 0.011 -0.137 0.160
C 3.7985 0.1771 -0.0236 -0.454 0.074 -0.250
C 4.7733 0.2273 0.9244 -0.277 0.261 -0.020
C 5.6904 -0.8394 0.8042 0.037 -0.094 -0.091
C 5.3852 -1.6686 -0.2296 -0.370 0.183 -0.226
S 3.9774 -1.1634 -1.0803 0.380 -0.118 0.286
H 5.9087 -2.5494 -0.5444 0.121 -0.190 -0.067
H 6.5333 -0.9779 1.4562 0.148 -0.054 0.096
H 4.8163 1.0028 1.6665 -0.006 0.158 0.166
C 0.8734 -0.2152 1.1923 -0.062 -0.321 0.492
H 1.8164 -0.4357 1.6950 -0.089 -0.097 0.125
C -0.0120 -1.4606 1.1252 0.201 0.071 0.335
H -0.3338 -1.7637 2.1229 0.108 0.012 -0.145
H 0.5397 -2.2760 0.6458 -0.001 0.016 0.055
H 0.3612 0.5844 1.7446 0.036 -0.081 -0.010
H 0.3027 0.8694 -1.8979 -0.196 -0.033 -0.026
H -0.5645 1.3673 -0.4216 0.013 -0.092 -0.090
H -0.3795 -1.4824 -1.5296 -0.066 0.061 -0.048
C -3.5649 -0.7308 0.0893 -0.234 0.173 0.201
C -4.3365 -1.6635 -0.5916 0.081 0.104 0.040
C -5.4498 -1.2613 -1.3088 -0.007 -0.051 -0.022
C -5.8065 0.0767 -1.3428 0.007 0.001 0.001
C -5.0546 1.0177 -0.6608 0.060 0.022 0.037
C -3.9406 0.6080 0.0529 -0.057 -0.279 -0.120
Cl -2.9939 1.7736 0.9136 0.000 0.191 0.093
H -5.3274 2.0610 -0.6759 -0.007 0.101 0.014
H -6.6766 0.3920 -1.8980 -0.073 0.033 -0.048
H -6.0419 -1.9931 -1.8364 -0.053 -0.065 -0.045
H -4.0571 -2.7054 -0.5500 0.021 -0.115 0.008
```
Forces are in eV/Å.

Output
E_HOMO in eV: -9.34
SMILES: O=C(c1ccccc1Cl)N1CCN(S(=O)(=O)c2cccs2)CC1

Atomic partial charges in e from the natural (NBO) method, atoms 1 to 6:
1 O -0.60
2 C 0.68
3 N -0.43
4 C -0.22
5 H 0.23
6 C -0.25

Record 4
C15H15F3N2O2 in the gas phase at a distorted geometry. Source: the OMol25 dataset; level of theory: ωB97M-V/def2-TZVPD.

```
37
Properties=species:S:1:pos:R:3:forces:R:3
O 0.4645 -4.1815 1.0332 1.574 2.450 -2.121
F 2.3336 -2.4063 2.1841 -0.790 0.438 -0.750
F 3.0019 -1.9016 0.1688 -0.004 -0.313 0.037
F 3.2617 -3.9018 1.0653 -0.069 -0.049 -1.101
N 1.3760 1.0226 1.7692 -1.075 -1.872 -0.411
O -0.5937 -0.1122 1.6322 0.414 -1.168 0.328
C 1.0630 -3.3172 0.3331 -3.215 -2.721 0.760
C 0.4872 0.2890 2.3840 0.223 2.972 -0.061
C 1.5174 1.4843 -0.6693 0.191 0.053 -0.706
C 0.9001 1.2333 -1.8733 1.440 1.365 -0.221
C 0.9425 0.9261 0.4265 0.799 0.304 1.787
C -0.2349 0.2009 0.3702 0.930 0.296 -1.025
C -0.1923 0.4569 -1.9707 -2.403 -1.695 -0.269
C -0.7622 -0.1266 -0.8566 -1.499 0.347 1.728
N 0.5761 -2.8178 -0.8834 3.189 -0.149 2.372
C 0.2283 0.4143 3.8232 0.435 -1.443 1.259
C 2.4286 -2.8666 0.9145 0.385 0.252 0.899
C -1.0823 0.1033 -3.1485 0.947 -2.092 1.266
C -0.7252 -3.1792 -1.4059 -0.848 4.942 -0.228
C -2.3638 -0.4725 -2.5178 -0.898 -1.877 -1.144
C -1.8256 -2.3598 -0.6782 -1.379 -0.459 0.981
C -2.0886 -0.8621 -1.0293 2.589 -0.210 -1.830
H 2.3896 2.1068 -0.6353 0.257 0.128 0.252
H 1.2750 1.7839 -2.6962 0.291 0.155 -1.057
H 1.1714 -2.0211 -1.1348 -1.035 -0.313 -0.760
H 1.2552 0.5663 4.3934 -2.521 -0.557 -0.984
H -0.4242 1.2887 3.8988 0.303 0.128 0.352
H -0.4536 -0.4664 4.0975 1.450 1.078 0.321
H -1.2962 0.9274 -3.7095 -0.516 2.259 -1.722
H -0.5696 -0.6316 -3.7927 -0.232 0.200 0.108
H -0.8913 -4.1668 -1.3115 -0.409 -3.361 0.523
H -0.8945 -2.8789 -2.4284 1.003 -0.227 -0.740
H -3.2001 0.2118 -2.5768 0.074 0.617 0.232
H -2.7778 -1.3085 -3.1740 0.706 0.546 0.976
H -2.8156 -2.8767 -0.7084 0.783 0.040 -0.107
H -1.4702 -2.4285 0.3514 -0.581 0.304 0.329
H -2.8235 -0.3668 -0.4282 -0.513 -0.366 0.724
```
Forces are in eV/Å.

Output
E_HOMO in eV: -8.79
SMILES: Cc1nc2ccc3c(c2o1)[C@H](CCNC(=O)C(F)(F)F)CC3

Atomic partial charges in e from the natural (NBO) method, atoms 1 to 6:
1 O -0.59
2 F -0.31
3 F -0.32
4 F -0.30
5 N -0.44
6 O -0.44

Record 5
C15H15N3OS in the gas phase. Source: the OMol25 dataset; level of theory: ωB97M-V/def2-TZVPD.

```
35
Properties=species:S:1:pos:R:3:forces:R:3
O -1.5665 -2.2827 2.0550 0.157 -0.214 0.307
C -2.0108 -1.7726 1.0537 -0.377 -0.214 -0.019
N -1.5937 -0.5934 0.5398 0.061 0.343 -0.040
C -2.1274 -0.1643 -0.7181 -0.577 -0.197 -0.241
C -1.2624 -0.4797 -1.9039 0.202 0.136 -0.307
C -1.2656 0.3493 -3.0208 0.097 -0.234 0.184
C -0.4923 0.0059 -4.1155 -0.022 -0.043 0.041
C 0.2543 -1.1619 -4.0536 -0.032 0.261 -0.272
N 0.2626 -1.9580 -2.9990 0.281 -0.469 -0.012
C -0.4753 -1.6279 -1.9572 -0.252 0.252 0.228
H -0.4272 -2.3123 -1.1196 -0.034 0.005 0.139
H 0.8737 -1.4781 -4.8819 0.030 0.065 -0.123
H -0.4706 0.6289 -4.9958 0.028 0.038 -0.093
H -1.8683 1.2466 -3.0261 -0.042 0.117 -0.007
H -2.3686 0.9041 -0.6911 0.084 -0.122 0.021
S -3.7297 -1.0757 -0.8757 0.019 0.189 0.108
C -3.1295 -2.3796 0.2216 -0.168 -0.019 -0.284
H -3.9399 -2.7140 0.8668 0.148 -0.002 0.048
H -2.7618 -3.2290 -0.3578 0.069 -0.005 0.161
C -0.6266 0.2252 1.2336 0.307 -0.057 0.117
C 0.7592 0.2207 0.5743 -0.115 0.066 0.174
C 1.7013 1.0450 1.4033 0.044 -0.289 -0.014
N 1.8191 2.3222 1.0663 -0.292 0.089 -0.367
C 2.6145 3.0964 1.7834 0.222 0.191 0.236
C 3.3346 2.6455 2.8780 -0.023 -0.062 -0.008
C 3.2087 1.3120 3.2364 -0.047 0.037 -0.052
C 2.3774 0.4960 2.4889 0.046 0.132 0.000
H 2.2526 -0.5473 2.7352 -0.020 -0.121 0.014
H 3.7498 0.9157 4.0835 0.037 -0.028 0.052
H 3.9734 3.3154 3.4319 0.049 0.074 0.028
H 2.6736 4.1274 1.4588 0.073 0.099 0.056
H 1.1204 -0.8058 0.4992 -0.036 -0.038 -0.044
H 0.6951 0.6555 -0.4238 0.100 -0.054 0.036
H -1.0012 1.2527 1.2842 0.015 -0.052 0.039
H -0.5529 -0.1820 2.2460 -0.032 0.125 -0.104
```
Forces are in eV/Å.

Output
E_HOMO in eV: -8.94
SMILES: O=C1CS[C@H](c2cccnc2)N1CCc1ccccn1

Atomic partial charges in e from the natural (NBO) method, atoms 1 to 6:
1 O -0.61
2 C 0.68
3 N -0.45
4 C -0.15
5 C -0.10
6 C -0.16

Record 6
C15H15N7O2S2 in the gas phase at a distorted geometry. Source: the OMol25 dataset; level of theory: ωB97M-V/def2-TZVPD.

```
41
Properties=species:S:1:pos:R:3:forces:R:3
C 0.1271 2.4938 3.1022 -0.029 -0.124 0.105
H 0.4688 3.0754 3.9537 0.032 0.078 0.061
H -0.7162 3.0002 2.6408 -0.030 0.104 -0.047
H 0.9372 2.4215 2.3815 0.034 0.079 -0.074
C -0.2756 1.0978 3.5608 0.167 0.305 0.224
C -0.8363 0.2910 2.4539 -0.116 -1.131 0.547
N -1.0997 0.7286 1.2749 0.331 1.274 0.486
N -1.5602 -0.1839 0.4318 -0.560 -0.925 -1.202
C -1.6603 -1.3603 0.9414 0.481 0.053 1.333
N -2.1517 -2.4628 0.2776 -0.829 -0.152 -0.295
C -1.4904 -3.6173 -0.0570 0.219 0.137 0.130
O -2.0759 -4.5413 -0.5600 -0.046 -0.286 -0.152
C 0.0069 -3.6180 0.1744 0.208 0.071 -0.273
H 0.3999 -4.6070 -0.0559 -0.108 0.086 0.087
H 0.3017 -3.3120 1.1762 0.007 -0.079 0.004
S 0.7647 -2.4327 -1.0010 -0.051 -0.369 -0.135
C 1.3789 -1.2669 0.1183 0.113 0.534 0.154
N 1.6979 -1.4697 1.3815 -0.132 -0.933 -0.775
N 2.0959 -0.2990 1.8523 0.308 0.426 0.828
N 2.0347 0.6065 0.9716 0.369 1.189 -0.314
N 1.5844 0.0505 -0.1599 0.011 -1.643 0.666
C 1.2634 0.7893 -1.3057 -0.158 0.542 -0.587
C 0.6887 2.0384 -1.1239 -0.045 0.048 -0.192
C 0.3228 2.7873 -2.2347 0.298 -0.403 -0.322
C 0.5542 2.2717 -3.5108 -0.027 0.059 0.060
C 1.1280 1.0256 -3.6773 -0.060 0.039 -0.026
C 1.4872 0.2702 -2.5738 0.004 0.093 0.322
H 1.9421 -0.7014 -2.6935 0.098 -0.047 -0.041
H 1.2992 0.6349 -4.6683 0.010 -0.031 -0.087
H 0.2668 2.8691 -4.3629 -0.017 0.044 -0.053
C -0.3328 4.1228 -2.1202 -0.095 0.125 0.266
O -0.4732 4.8345 -3.0872 -0.006 -0.030 -0.021
C -0.8163 4.5164 -0.7499 -0.134 0.274 -0.162
H 0.0370 4.6875 -0.0965 0.073 -0.031 0.129
H -1.3948 5.4338 -0.8220 0.018 0.005 -0.021
H -1.4266 3.7244 -0.3227 -0.020 -0.096 0.121
H 0.5252 2.3857 -0.1176 -0.086 0.025 0.090
H -3.1040 -2.4052 -0.0649 0.142 -0.068 0.031
S -1.1801 -1.4216 2.6445 -0.352 0.782 -0.908
H -1.0215 1.1556 4.3596 0.058 -0.031 0.009
H 0.5960 0.5706 3.9584 -0.077 0.010 0.035
```
Forces are in eV/Å.

Output
E_HOMO in eV: -9.46
SMILES: CCc1nnc(NC(=O)CSc2nnnn2-c2cccc(C(C)=O)c2)s1

Atomic partial charges in e from the natural (NBO) method, atoms 1 to 6:
1 C -0.60
2 H 0.21
3 H 0.21
4 H 0.23
5 C -0.47
6 C 0.11

What total energy values result from the calculations? In sequence: -41516.086; -123706.004; -59113.904; -31025.685; -33152.024; -51993.559 eV.
What LUMO values result from the calculations? In sequence: -0.036; 0.015; 0.016; 0.023; 0.024; -0.001 Ha.
What HOMO-LUMO gap values result from the calculations? In sequence: 0.260; 0.328; 0.359; 0.346; 0.352; 0.346 Ha.